{
  "formula": "C4H9F3OSi",
  "method": "ωB97M-V/def2-TZVPD",
  "de_lowest_ev": 3.780,
  "largest_force_ha_per_bohr": 0.0491,
  "homo_ev": [-7.95, -7.66],
  "mol_weight_g_mol": 158.20,
  "total_charge": 0,
  "gap_ev": [7.4, 8.1],
  "symbols": ["C", "C", "C", "C", "O", "F", "F", "F", "Si", "H", "H", "H", "H", "H", "H", "H", "H", "H"],
  "positions_angstrom": [[-0.31689, 0.09743, -1.91651], [-1.73161, 0.45684, 0.97059], [2.64361, 1.19661, 1.09454], [-0.74021, -2.30686, -0.14070], [2.58495, 2.21963, 0.19398], [-1.83406, -2.74226, -0.81122], [0.26807, -3.01973, -0.65961], [-0.90003, -2.77451, 1.14965], [-0.40164, -0.34034, -0.12542], [-1.32187, 0.39492, -2.08488], [0.36018, 0.93733, -2.08507], [0.01755, -0.73092, -2.62405], [-2.62556, 0.65453, 0.39781], [-2.03984, -0.25023, 1.66743], [-1.47189, 1.45354, 1.42666], [2.15074, 1.38259, 2.07750], [3.57435, 0.63797, 1.21506], [1.78415, 2.73346, 0.25423]],
  "atomic_forces_ev_per_a": [[1.336, -0.711, -0.656], [0.708, 1.931, -1.464], [-0.979, 0.352, 1.542], [-0.250, 0.081, 0.963], [1.109, -0.620, -0.332], [-0.290, 0.387, -0.049], [0.554, 0.091, -0.159], [0.023, 0.291, -0.459], [0.634, -1.088, 0.853], [-1.012, 0.375, -0.897], [-0.175, 0.071, -0.025], [-0.638, 0.927, 1.124], [-0.381, 0.108, -0.532], [-0.227, -1.142, 1.687], [0.034, -1.228, -0.251], [0.112, -0.183, -0.901], [-0.168, 0.348, -0.807], [-0.390, 0.010, 0.365]],
  "mulliken_charge": [-0.8938, -1.0493, -0.4087, 0.6434, -0.4479, -0.2582, -0.2422, -0.2661, 0.0975, 0.3189, 0.2980, 0.3086, 0.3741, 0.3539, 0.2950, 0.2604, 0.2771, 0.3393]
}

{
  "formula": "C2H4NOP",
  "method": "ωB97M-V/def2-TZVPD",
  "de_lowest_ev": 2.492,
  "largest_force_ha_per_bohr": 0.0482,
  "homo_ev": [-7.55, -7.56],
  "mol_weight_g_mol": 89.03,
  "total_charge": 0,
  "gap_ev": [7.9, 7.9],
  "symbols": ["C", "C", "N", "O", "P", "H", "H", "H", "H"],
  "positions_angstrom": [[-0.36527, -1.79960, -0.16806], [0.76808, 0.88066, -0.09970], [-1.26503, -0.98380, 0.05406], [-0.64956, 1.39003, 0.12491], [-1.93894, 0.42836, -0.04022], [1.10567, 0.03430, 0.60201], [0.09226, -2.29866, 0.63643], [1.35307, 1.89064, 0.01023], [0.89974, 0.45808, -1.11965]],
  "atomic_forces_ev_per_a": [[-0.300, 0.093, -1.378], [0.026, 1.610, 0.248], [0.086, -0.589, -0.311], [2.250, -0.634, -0.294], [-0.531, 0.403, 0.336], [-0.748, 1.703, -0.564], [0.390, -0.849, 1.464], [-0.809, -2.343, -0.075], [-0.366, 0.607, 0.575]],
  "mulliken_charge": [-0.2394, -0.5514, -0.0112, -0.2579, 0.0154, 0.2302, 0.2446, 0.2297, 0.3399]
}

{
  "formula": "C15H21Cl3N4O3S2",
  "method": "ωB97M-V/def2-TZVPD",
  "largest_force_ha_per_bohr": 0.3467,
  "homo_ev": -8.28,
  "mol_weight_g_mol": 475.85,
  "total_charge": 0,
  "gap_ev": 7.2,
  "symbols": ["C", "C", "C", "C", "C", "C", "O", "N", "H", "C", "N", "C", "S", "N", "C", "C", "C", "C", "C", "C", "H", "H", "S", "O", "O", "N", "H", "H", "H", "H", "H", "H", "H", "C", "Cl", "Cl", "Cl", "H", "H", "H", "H", "H", "H", "H", "H", "H", "H", "H"],
  "positions_angstrom": [[-4.23979, -0.82558, 1.65446], [-2.82553, -1.56705, 1.82549], [-1.66548, -0.48869, 2.00385], [-0.44472, -1.32836, 2.25193], [0.69740, -0.50068, 2.33284], [1.02220, 0.25158, 1.24418], [0.27679, 0.96538, 0.72677], [2.30689, 0.02665, 0.63112], [2.88306, -0.52787, 1.23910], [2.96259, 0.60892, -0.39587], [3.60877, -0.04749, -1.20748], [3.17271, -1.37295, -1.80677], [4.45646, -2.79651, -2.08189], [2.00085, -1.68522, -1.90518], [0.84866, -0.96230, -2.16187], [-0.42819, -1.44713, -1.41355], [-1.41601, -0.73689, -1.45679], [-1.36887, 0.66041, -1.90896], [-0.06220, 1.26111, -2.64823], [0.90487, 0.36447, -2.50434], [1.80553, 0.62341, -3.19000], [-0.24965, 2.24110, -2.85100], [-2.64955, 1.99637, -1.59401], [-2.89433, 2.81610, -2.58597], [-3.76542, 1.32721, -1.37366], [-1.91423, 2.81686, -0.42411], [-1.40621, 3.34837, -0.77592], [-1.46697, 2.40698, 0.24254], [-2.47885, -0.92151, -0.98927], [-0.38901, -2.45972, -1.07987], [1.83979, -2.65047, -2.15335], [4.63846, -0.26568, -1.19280], [2.11797, 1.16297, -0.90889], [3.85767, 1.65111, 0.04516], [4.50835, 2.54203, -1.34836], [3.04471, 3.14375, 1.11394], [5.25076, 1.09664, 0.84698], [1.51949, -0.83255, 3.18579], [0.34027, 0.50476, 3.19426], [-0.39032, -1.82746, 1.53282], [-0.50894, -1.99308, 3.33348], [-1.87537, 0.12779, 1.38755], [-2.14662, 0.02257, 2.91357], [-2.80275, -2.35647, 1.01281], [-3.18418, -2.12604, 2.64525], [-4.05664, -0.24691, 0.68341], [-4.47016, -0.31565, 2.46737], [-4.96424, -1.68426, 1.44351]],
  "atomic_forces_ev_per_a": [[2.540, -3.822, -6.491], [-2.505, 0.937, -1.261], [-3.080, -9.852, 10.285], [-2.738, 5.648, 12.477], [2.928, 2.173, 11.213], [6.253, -0.333, -3.854], [-3.827, 4.045, -2.762], [-1.960, -3.277, 5.143], [0.332, -0.398, 0.119], [-7.786, 7.956, 3.691], [6.807, -12.587, -10.629], [9.917, 1.296, 2.291], [-2.398, 3.483, 0.612], [-6.687, -2.607, -2.051], [-4.206, 0.769, 4.577], [11.683, -5.209, -3.051], [-11.568, 9.528, 0.677], [3.485, 2.091, -2.463], [-8.252, -4.408, 5.300], [4.853, -0.418, -4.670], [-0.627, -0.409, 1.719], [0.749, 2.506, -1.230], [8.686, -5.119, 4.158], [0.864, 9.202, -9.835], [-8.975, -6.838, 5.187], [-13.100, -7.101, 2.677], [10.191, 11.741, -7.333], [2.935, -3.990, 5.355], [2.245, -0.276, -0.850], [-0.129, -0.571, 0.432], [0.508, -0.473, 0.091], [-1.310, 1.000, 0.601], [0.517, 0.164, 0.271], [1.441, 5.756, 0.913], [-0.335, 0.514, -0.521], [0.591, -2.346, -1.048], [0.782, -0.749, 1.601], [-1.275, 0.245, -3.124], [0.827, -2.598, -2.462], [0.993, -8.735, -10.631], [-0.260, 1.787, -3.417], [-0.823, 7.593, -8.764], [1.553, -0.509, -0.446], [0.725, 1.172, 0.440], [1.255, -0.967, 1.795], [-1.208, -0.143, 1.499], [-1.177, 2.614, 3.463], [0.565, 1.514, 0.303]],
  "mulliken_charge": [-1.3106, -0.6798, -0.9252, -1.1857, -0.3698, 0.1170, -0.3643, 0.1625, 0.2929, -0.6013, -0.0322, -0.2321, -0.3668, 0.1025, 0.0733, -0.3031, -0.4343, -0.1445, -1.1854, 0.0182, 0.2731, 0.6588, 1.2053, -0.6253, -0.5844, -0.4282, 0.2933, 0.2950, 0.3910, 0.4446, 0.3487, 0.3852, -0.0115, 0.5913, -0.1340, -0.1902, -0.1077, 0.3182, 0.3029, 0.5902, 0.2007, 1.0295, 0.2223, 0.2859, 0.5180, 0.2896, 0.4786, 0.3279]
}